1.
Formula: C2H4MgOTl
Source: OMol25
Level of theory: wB97M-V/def2-TZVPD

- LUMO level (alpha / beta): -0.779 / -1.497 eV
- Expectation value of S²: 0.77
- Max |F|: 3.03 eV Å⁻¹
- Multiplicity: 2
- Highest occupied orbital energy (alpha / beta): -0.2351 / -0.2702 hartree
- Molar mass: 272.74 g mol⁻¹
- Total charge: 0

Last column: Mulliken charge in e.
Cartesian coordinates (Å):
1 O 0.479 -0.106 0.225  -0.387
2 Tl -0.769 -0.829 1.930  0.239
3 C 0.287 0.925 -0.602  0.254
4 C -0.895 1.205 -1.203  -0.766
5 H 1.217 1.223 -1.110  0.290
6 H -1.823 1.039 -0.645  0.148
7 H -0.935 2.008 -1.940  0.264
8 Mg 1.508 -1.829 0.073  0.246
9 H 1.158 -1.547 -2.250  -0.287



2.
Formula: C3H3FN2S
Source: OMol25
Level of theory: wB97M-V/def2-TZVPD

- LUMO level: 0.360 eV
- SMILES string: FNc1nccs1
- Max |F|: 6.04 eV Å⁻¹
- Highest occupied orbital energy: -0.3233 hartree
- Molar mass: 118.14 g mol⁻¹
- Total charge: 0

Last column: Mulliken charge in e.
Cartesian coordinates (Å):
1 F 2.875 0.327 -0.322  -0.169
2 N 1.951 -0.443 0.388  -0.222
3 C 0.649 -0.174 0.110  0.537
4 N 0.162 1.015 0.125  -0.488
5 C -1.180 1.016 -0.024  -0.479
6 C -1.757 -0.205 -0.155  -0.154
7 S -0.558 -1.448 -0.124  -0.155
8 H 2.347 -1.592 0.258  0.331
9 H -1.696 1.958 -0.003  0.399
10 H -2.792 -0.454 -0.254  0.400



3.
Formula: C5H9FN2O2
Source: OMol25
Level of theory: wB97M-V/def2-TZVPD

- LUMO level: -1.261 eV
- Max |F|: 3.41 eV Å⁻¹
- Highest occupied orbital energy: -0.3559 hartree
- Molar mass: 148.14 g mol⁻¹
- Total charge: 0

Last column: Mulliken charge in e.
Cartesian coordinates (Å):
1 C -1.377 0.131 -1.090  -0.583
2 C -0.911 -1.124 -0.345  -0.549
3 C -0.704 1.306 -0.358  -0.550
4 C -0.580 -0.645 1.075  -0.828
5 C -0.269 0.781 0.941  0.086
6 N 2.005 0.484 0.701  -0.399
7 N 2.315 -0.587 0.001  1.209
8 O 2.068 -1.625 0.615  -0.645
9 O 2.808 -0.515 -1.106  -0.644
10 F 2.268 1.642 -0.019  -0.196
11 H -1.101 0.095 -2.141  0.337
12 H -2.461 0.225 -1.028  0.281
13 H -1.657 -1.915 -0.351  0.409
14 H -0.012 -1.527 -0.810  0.244
15 H 0.145 1.706 -0.926  0.301
16 H -1.369 2.163 -0.210  0.389
17 H -1.403 -0.792 1.780  0.395
18 H 0.266 -1.213 1.488  0.431
19 H -0.033 1.412 1.781  0.313



4.
Formula: C2H8N3
Source: OMol25
Level of theory: wB97M-V/def2-TZVPD

- LUMO level: -5.038 eV
- Max |F|: 5.62 eV Å⁻¹
- Highest occupied orbital energy: -0.5744 hartree
- Molar mass: 74.11 g mol⁻¹
- Total charge: +1

Last column: Mulliken charge in e.
Cartesian coordinates (Å):
1 C -1.125 1.138 -0.491  0.007
2 C -0.233 -0.736 0.484  -0.314
3 N -1.342 -0.196 -0.386  -0.265
4 N 0.093 1.380 0.086  -0.260
5 N 0.781 0.184 0.226  -0.251
6 H -1.864 1.736 -1.004  0.436
7 H 2.412 -1.721 0.420  0.180
8 H -0.690 -0.396 1.446  0.270
9 H 0.024 -1.707 0.484  0.431
10 H -1.653 -0.812 -1.215  0.338
11 H 0.315 2.185 0.663  0.266
12 H 2.091 -1.135 0.008  -0.149
13 H 1.191 0.080 -0.721  0.310



5.
Formula: C3H5N
Source: OMol25
Level of theory: wB97M-V/def2-TZVPD

- LUMO level: 0.708 eV
- SMILES string: CCC#N
- Max |F|: 4.54 eV Å⁻¹
- Highest occupied orbital energy: -0.4173 hartree
- Molar mass: 55.08 g mol⁻¹
- Total charge: 0

Last column: Mulliken charge in e.
Cartesian coordinates (Å):
1 C -0.986 -0.470 0.008  -0.777
2 C 0.215 0.497 0.015  -0.294
3 C 1.587 -0.027 0.096  0.194
4 N 2.724 -0.355 -0.016  -0.422
5 H -1.338 -0.839 1.097  0.254
6 H -1.891 0.239 -0.408  0.231
7 H -0.717 -1.394 -0.660  0.281
8 H 0.197 1.071 -0.907  0.241
9 H 0.210 1.277 0.775  0.291



6.
Formula: C50H43N2O2SW
Source: OMol25
Level of theory: wB97M-V/def2-TZVPD

- LUMO level: -11.496 eV
- Max |F|: 1.48 eV Å⁻¹
- Highest occupied orbital energy: -0.5914 hartree
- Molar mass: 919.81 g mol⁻¹
- Total charge: +3

Last column: Mulliken charge in e.
Cartesian coordinates (Å):
1 W -0.255 -0.251 -0.992  0.179
2 O 1.018 0.264 -2.105  0.873
3 C 2.088 1.245 -2.193  1.749
4 C 1.335 2.484 -2.543  -1.715
5 C 0.426 2.939 -1.432  0.534
6 C 0.394 4.300 -1.235  -0.991
7 C -0.344 4.845 -0.210  -1.121
8 C -1.041 3.987 0.609  -0.988
9 C -1.016 2.633 0.385  0.639
10 C -1.852 1.814 1.332  -1.036
11 C -2.558 0.689 0.642  2.380
12 O -1.466 -0.211 0.320  0.182
13 C -3.572 -0.033 1.487  -0.579
14 C -3.182 -1.134 2.248  -0.164
15 C -4.117 -1.802 3.028  -1.048
16 C -5.440 -1.375 3.047  -0.708
17 C -5.826 -0.276 2.287  -1.014
18 C -4.897 0.393 1.502  -0.444
19 C -3.093 1.108 -0.715  -0.465
20 C -3.044 0.174 -1.774  -0.226
21 C -3.546 0.524 -3.052  -0.936
22 C -4.068 1.771 -3.262  -0.846
23 C -4.132 2.682 -2.189  -0.928
24 C -3.647 2.353 -0.930  -0.217
25 N -0.296 2.082 -0.642  0.462
26 C 3.079 0.819 -3.247  -0.710
27 C 4.399 1.252 -3.183  -0.229
28 C 5.296 0.877 -4.175  -0.974
29 C 4.884 0.063 -5.223  -0.618
30 C 3.568 -0.377 -5.283  -1.111
31 C 2.665 0.000 -4.298  -0.203
32 C 2.649 1.258 -0.781  -0.847
33 C 3.166 2.405 -0.212  0.108
34 C 3.713 2.354 1.067  -1.230
35 C 3.742 1.158 1.789  -0.534
36 C 3.224 0.010 1.230  -1.067
37 C 2.683 0.052 -0.061  -0.257
38 H 0.772 2.290 -3.453  0.648
39 H 2.037 3.276 -2.780  0.665
40 H 0.983 4.933 -1.892  0.611
41 H -0.370 5.917 -0.049  0.507
42 H -1.632 4.365 1.435  0.640
43 H -2.575 2.457 1.823  0.673
44 H -1.234 1.389 2.120  -0.296
45 H -2.153 -1.469 2.247  0.482
46 H -3.812 -2.655 3.624  0.482
47 H -6.170 -1.898 3.654  0.436
48 H -6.859 0.061 2.300  0.471
49 H -5.222 1.248 0.911  0.423
50 H -2.923 -0.862 -1.540  1.165
51 H -3.573 -0.216 -3.843  0.638
52 H -4.468 2.043 -4.235  0.500
53 H -4.585 3.658 -2.342  0.508
54 H -3.724 3.076 -0.123  0.618
55 H 4.743 1.884 -2.367  0.434
56 H 6.325 1.219 -4.122  0.450
57 H 5.590 -0.227 -5.995  0.438
58 H 3.244 -1.012 -6.100  0.458
59 H 1.641 -0.348 -4.354  0.489
60 H 3.154 3.349 -0.751  0.660
61 H 4.125 3.258 1.505  0.504
62 H 4.189 1.129 2.776  0.579
63 H 3.276 -0.933 1.765  0.763
64 H 2.479 -0.874 -0.552  1.444
65 C 2.243 -0.139 4.430  -1.468
66 C 1.197 -1.234 4.676  1.937
67 C 1.563 -1.992 5.959  -2.223
68 C -0.183 -0.577 4.868  -1.232
69 C 1.120 -2.159 3.457  -0.017
70 C 1.309 -3.548 3.551  -0.259
71 C 1.136 -4.399 2.473  -1.196
72 C 0.768 -3.839 1.259  1.073
73 S 0.355 -4.647 -0.228  -0.320
74 C 0.018 -3.185 -0.962  0.583
75 N 0.237 -2.129 -0.190  1.243
76 C 0.633 -2.468 1.127  -0.850
77 C 0.807 -1.622 2.216  -0.752
78 C -0.494 -2.947 -2.286  1.215
79 C -0.677 -3.927 -3.246  -0.767
80 C -1.074 -3.556 -4.519  -1.097
81 C -1.255 -2.208 -4.822  -1.219
82 C -1.089 -1.234 -3.851  -0.388
83 C -0.742 -1.611 -2.573  0.056
84 H 2.275 0.537 5.289  0.542
85 H 2.006 0.461 3.541  0.079
86 H 3.245 -0.570 4.305  0.446
87 H 1.609 -1.283 6.789  0.396
88 H 2.544 -2.475 5.887  0.484
89 H 0.815 -2.749 6.220  0.484
90 H -0.162 0.083 5.741  0.567
91 H -0.961 -1.331 5.035  0.343
92 H -0.472 0.028 3.997  -0.096
93 H 1.583 -3.985 4.504  0.637
94 H 1.261 -5.473 2.585  0.480
95 H 0.672 -0.565 2.103  0.398
96 H -0.493 -4.973 -3.010  0.525
97 H -1.224 -4.311 -5.283  0.469
98 H -1.539 -1.909 -5.828  0.560
99 H -1.228 -0.199 -4.111  1.081



7.
Formula: C2H13NO4
Source: OMol25
Level of theory: wB97M-V/def2-TZVPD

- LUMO level: -0.008 eV
- SMILES string: C=CN.O.O.O.O
- Max |F|: 4.15 eV Å⁻¹
- Highest occupied orbital energy: -0.2976 hartree
- Molar mass: 115.13 g mol⁻¹
- Total charge: 0

Last column: Mulliken charge in e.
Cartesian coordinates (Å):
1 C 0.453 2.881 1.701  -0.746
2 C -0.241 3.020 0.481  0.051
3 N -1.425 2.250 0.222  -0.450
4 H 0.010 2.058 2.330  0.159
5 H 0.971 3.568 2.352  0.288
6 H 0.103 3.645 -0.306  0.327
7 H -1.513 1.238 0.467  0.169
8 H -2.033 2.436 -0.528  0.208
9 O -3.673 -2.089 -1.666  -0.605
10 H -3.506 -2.601 -0.948  0.291
11 H -4.583 -2.286 -1.908  0.314
12 O 2.565 -0.009 -2.166  -0.640
13 H 1.867 0.174 -1.544  0.313
14 H 2.228 -0.921 -2.333  0.328
15 O 2.508 -2.613 1.580  -0.650
16 H 1.541 -2.727 1.397  0.314
17 H 2.824 -3.549 1.287  0.334
18 O 0.742 -1.492 -0.499  -0.649
19 H -0.144 -1.770 -0.145  0.285
20 H 1.308 -1.213 0.227  0.359



8.
Formula: C21H51LuN9S
Source: OMol25
Level of theory: wB97M-V/def2-TZVPD

- LUMO level: -7.437 eV
- Max |F|: 0.38 eV Å⁻¹
- Highest occupied orbital energy: -0.6152 hartree
- Molar mass: 636.74 g mol⁻¹
- Total charge: +3

Last column: Mulliken charge in e.
Cartesian coordinates (Å):
1 Lu 0.710 0.161 0.553  2.518
2 C 0.874 -2.448 3.544  -0.867
3 C 2.087 -2.295 2.636  -0.809
4 N 2.391 -0.884 2.278  -0.125
5 C 3.777 -0.769 1.751  -1.308
6 C 3.862 -1.102 0.272  -0.665
7 N 2.944 -0.238 -0.509  -0.227
8 C 2.955 -0.568 -1.960  -0.649
9 C 2.623 -2.024 -2.291  -1.136
10 C 1.542 -2.704 -1.455  -0.863
11 N 0.373 -1.839 -1.156  0.080
12 C -0.745 -2.682 -0.654  -0.656
13 C -0.624 -2.959 0.832  -0.843
14 N -0.591 -1.685 1.593  -0.273
15 C -0.492 -1.924 3.054  -0.775
16 H 1.096 -1.960 4.496  0.298
17 H 0.793 -3.511 3.769  0.385
18 H 1.980 -2.865 1.714  0.175
19 H 2.935 -2.725 3.176  0.636
20 H 2.393 -0.388 3.167  0.320
21 H 4.453 -1.436 2.292  0.564
22 H 4.144 0.246 1.915  0.391
23 H 3.600 -2.143 0.110  0.437
24 H 4.896 -0.973 -0.060  0.494
25 H 3.359 0.692 -0.460  0.062
26 H 3.938 -0.351 -2.384  0.516
27 H 2.239 0.101 -2.446  0.278
28 H 3.523 -2.636 -2.219  0.379
29 H 2.335 -2.044 -3.343  0.362
30 H 1.946 -3.061 -0.507  0.503
31 H 1.215 -3.591 -2.003  0.537
32 H 0.061 -1.484 -2.058  0.154
33 H -0.785 -3.632 -1.193  0.616
34 H -1.675 -2.151 -0.837  -0.173
35 H 0.275 -3.533 1.051  0.399
36 H -1.474 -3.570 1.144  0.600
37 H -1.517 -1.278 1.445  0.267
38 H -1.257 -2.643 3.356  0.485
39 H -0.733 -0.985 3.556  0.404
40 C 1.379 2.914 2.690  -0.921
41 C 0.160 2.134 3.143  -0.775
42 N -0.641 1.717 1.968  -0.302
43 C -1.207 2.896 1.257  -1.007
44 C -0.517 3.297 -0.073  -0.668
45 N 0.620 2.447 -0.545  -0.220
46 C 1.920 3.167 -0.594  -0.668
47 C 2.792 3.008 0.677  -1.026
48 N 2.176 2.139 1.703  -0.195
49 H 1.977 3.171 3.565  0.462
50 H 1.064 3.854 2.235  0.408
51 H -0.428 2.763 3.815  0.530
52 H 0.460 1.240 3.698  0.254
53 H -1.446 1.220 2.342  0.317
54 H -1.211 3.755 1.930  0.493
55 H -2.247 2.676 1.030  0.485
56 H -0.182 4.332 0.000  0.506
57 H -1.285 3.268 -0.842  0.370
58 H 0.397 2.249 -1.515  0.214
59 H 1.750 4.227 -0.781  0.489
60 H 2.476 2.793 -1.455  0.418
61 H 3.012 3.992 1.093  0.510
62 H 3.756 2.581 0.395  0.495
63 H 2.952 1.749 2.224  0.225
64 C -5.140 -1.142 -2.682  -1.277
65 N -4.349 -0.496 -1.631  0.111
66 C -4.844 -0.766 -0.284  -1.024
67 C -3.231 0.187 -1.883  0.193
68 S -2.063 0.422 -0.620  -0.187
69 N -3.052 0.719 -3.099  0.101
70 C -4.163 1.182 -3.936  -1.236
71 C -1.746 1.105 -3.611  -0.611
72 H -5.391 -2.146 -2.343  0.426
73 H -4.570 -1.225 -3.602  0.408
74 H -6.073 -0.612 -2.876  0.396
75 H -5.932 -0.715 -0.300  0.409
76 H -4.472 -0.030 0.418  0.367
77 H -4.555 -1.768 0.043  0.310
78 H -5.091 1.203 -3.373  0.398
79 H -4.289 0.566 -4.826  0.376
80 H -3.943 2.200 -4.257  0.417
81 H -0.960 0.617 -3.044  -0.249
82 H -1.615 2.190 -3.564  0.335
83 H -1.673 0.800 -4.656  0.451



Number 1: E -14320.7587 eV. Number 2: E -19689.3918 eV. Number 3: E -15116.5388 eV. Number 4: E -6663.8145 eV. Number 5: E -4681.0076 eV. Number 6: E -72259.6031 eV. Number 7: E -11962.7474 eV. Number 8: E -80451.9804 eV.